1.
A cluster of 10 separate species, C4H28N2O11 in total, computed with the ωB97M-V functional and the def2-TZVPD basis.

Geometry as ORCA input:
```
! wB97M-V def2-TZVPD RIJCOSX def2/J DEFGRID3
* xyz 0 1
N 1.98105 -2.23158 -0.51528
C 2.16789 -0.97805 -1.04931
O 3.26706 -0.62363 -1.46004
N 1.09318 -0.13092 -1.10681
C -0.14451 -0.32804 -0.35747
C 0.03465 -0.35315 1.16621
C -0.28089 0.98505 1.84186
O -1.59636 1.51177 1.50354
H 2.66832 -2.90976 -0.80310
H 1.06540 -2.63551 -0.32762
H 1.28839 0.79529 -1.45748
H -0.59680 -1.25955 -0.69325
H -0.83259 0.46307 -0.64228
H 1.04736 -0.63122 1.44698
H -0.57268 -1.13061 1.62009
H 0.46037 1.75980 1.63756
H -0.33882 0.81715 2.91602
H -1.49138 2.18426 0.79758
O -1.64052 0.39131 -3.86037
H -2.41060 0.16673 -3.27140
H -0.93587 -0.17672 -3.55562
O -3.20768 -0.51294 0.65932
H -3.95894 -0.54913 1.26249
H -2.62263 0.23134 0.98808
O -0.59954 2.65644 -3.02995
H 0.02836 2.98725 -3.67878
H -1.07180 1.87046 -3.40505
O -1.03578 3.31576 -0.42241
H -1.53089 4.15072 -0.47780
H -0.83420 3.06033 -1.35522
O 1.18705 -1.03361 3.92365
H 1.97904 -1.04650 3.34202
H 1.53675 -1.12262 4.82934
O -0.84610 -3.28490 0.36032
H -0.87435 -3.78121 1.18739
H -1.56928 -2.63265 0.37192
O 3.36469 -1.15549 2.29789
H 3.00889 -1.67671 1.55946
H 3.58388 -0.29995 1.84806
O -3.66947 -0.13086 -2.01341
H -4.31061 0.58097 -2.07674
H -3.55079 -0.29570 -1.04477
O 3.72589 1.08287 0.70826
H 2.83670 1.18800 0.37655
H 4.19814 0.71242 -0.04042
*
```

Energy relative to the best compared isomer or geometry (same formula, charge and spin) in kcal per mole: 0.0
F_max in eV/Å: 0.9
Orbital gap in eV: 10.08
Total energy in eV: -30107.92886
Lowest unoccupied orbital energy in eV: 0.24
SMILES: NC(=O)NCCCO.O.O.O.O.O.O.O.O.O

Mulliken population analysis, charges in e, atoms 1 to 5: -0.268 0.202 -0.762 0.207 -1.291

***

2.
A cluster of 8 separate species, C4H28N2O8 in total at a distorted geometry, computed with the ωB97M-V functional and the def2-TZVPD basis.

Geometry as ORCA input:
```
! wB97M-V def2-TZVPD RIJCOSX def2/J DEFGRID3
* xyz 2 1
C -1.99737 -1.63922 0.20848
O -3.10376 -0.85868 0.46478
C -1.19525 -0.96135 -1.02059
C -0.49552 0.20852 -0.41221
C 0.77850 -0.34767 0.24327
N 1.38905 0.83905 1.01686
N -2.21923 -0.67454 -2.00181
H -1.38842 -1.85627 1.10476
H -2.36744 -2.61940 -0.18890
H -3.06124 -0.57087 1.42629
H -0.50930 -1.77036 -1.33794
H -1.18532 0.74718 0.25205
H -0.25973 0.83759 -1.32989
H 1.52703 -0.69137 -0.45602
H 0.61108 -1.06438 1.10483
H 2.42844 0.70299 1.14083
H 0.95680 0.91764 2.03887
H 1.42952 1.78722 0.61650
H -2.81657 -1.44787 -2.38786
H -2.75971 0.16277 -1.61735
H -1.80686 -0.33172 -2.91380
H 2.20672 -0.33049 4.24007
H 1.23348 -1.58808 4.01133
O 1.49251 -0.62274 3.68024
H 2.03815 4.53911 -0.91908
H 1.36822 3.62154 -2.22442
O 1.82709 3.64764 -1.35933
H -1.16859 -3.55663 -3.98821
H 0.07569 -3.77947 -3.11641
O -0.77096 -3.23585 -3.18494
H 4.24147 1.41998 -0.97315
H 3.06562 2.37851 -1.20775
O 3.35049 1.59628 -0.63841
H -0.52285 1.78746 3.72033
H 0.99376 1.64404 4.12753
O 0.36252 1.73254 3.39296
H 3.87982 -2.29546 0.08555
H 2.53614 -1.83843 -0.29648
O 3.16904 -1.80831 0.43728
H -4.35745 1.40255 -0.30949
H -4.45060 1.28689 -1.61528
O -3.67781 1.52308 -1.03034
*
```

Energy relative to the best compared isomer or geometry (same formula, charge and spin) in kcal per mole: 20.4
F_max in eV/Å: 5.1
Orbital gap in eV: 11.22
Total energy in eV: -23946.92336
Lowest unoccupied orbital energy in eV: -5.44

Mulliken population analysis, charges in e, atoms 1 to 5: -0.811 -0.464 -0.222 -0.654 -0.570

***

3.
A cluster of 9 separate species, C4H28N2O9 in total at a distorted geometry, computed with the ωB97M-V functional and the def2-TZVPD basis.

Geometry as ORCA input:
```
! wB97M-V def2-TZVPD RIJCOSX def2/J DEFGRID3
* xyz 0 1
N 3.25245 0.70429 1.65806
C 2.45196 -0.46128 1.84946
N 2.19763 -1.28300 0.64512
C 1.24744 -0.62546 -0.28738
C 0.86491 -1.67383 -1.36970
C 0.74248 -1.24091 -2.82626
O -0.32882 -0.38367 -3.25045
H 4.11221 0.46657 1.22264
H 2.78408 1.37116 1.00249
H 2.85356 -1.11524 2.61866
H 1.47408 -0.20561 2.22068
H 3.03151 -1.49121 0.15604
H 0.32368 -0.58681 0.29716
H 1.47703 0.29219 -0.84406
H 1.61963 -2.46526 -1.45394
H 0.00853 -2.26049 -1.15846
H 1.62494 -0.79476 -3.29384
H 0.68685 -2.17341 -3.40781
H -1.06492 -0.38161 -2.56504
O 2.85633 1.74133 -1.20080
H 3.01174 2.70644 -1.23694
H 2.49132 1.47639 -2.07574
O -2.09851 -0.52673 -1.29300
H -2.57490 -1.13753 -0.71068
H -2.00630 0.20065 -0.68342
O -3.38873 1.43160 -0.00199
H -4.28013 1.77998 -0.32487
H -3.30528 1.00986 0.89341
O -0.38201 -2.40435 2.20845
H -0.40819 -3.10464 2.83759
H 0.53073 -2.28161 1.88530
O -2.64305 -1.34674 1.12314
H -3.17822 -1.76827 1.79986
H -1.68116 -1.65377 1.19964
O -2.45366 0.61904 3.24499
H -1.94634 1.37034 2.84629
H -2.24113 -0.23120 2.72091
O 0.20988 2.16093 -2.53562
H -0.06055 1.25783 -2.79066
H -0.39795 2.39654 -1.83056
O -0.80240 2.37426 1.42703
H -1.45412 3.06101 1.45589
H -0.02966 2.83505 1.82261
*
```

Energy relative to the best compared isomer or geometry (same formula, charge and spin) in kcal per mole: 63.0
F_max in eV/Å: 2.7
Orbital gap in eV: 8.99
Total energy in eV: -26009.36701
Lowest unoccupied orbital energy in eV: 0.17
SMILES: NCNCCCO.O.O.O.O.O.O.O.O

Mulliken population analysis, charges in e, atoms 1 to 5: -0.640 -0.611 -0.389 0.714 -0.587

***

4.
A structure of composition C4H2AsN3OReS4Se at a distorted geometry, computed with the ωB97M-V functional and the def2-TZVPD basis.

Geometry as ORCA input:
```
! wB97M-V def2-TZVPD RIJCOSX def2/J DEFGRID3
* xyz 1 1
Re -1.01341 1.57390 -0.76166
S 0.93034 -1.57781 -2.99563
As -0.78307 -0.24396 -3.37889
S -1.78457 -0.42420 -1.31419
S -0.37481 1.88877 -2.81669
S -0.73168 -0.97527 -5.31928
N 0.19183 0.72013 2.87052
C 0.33988 0.41326 1.56787
O 0.24417 1.41133 0.75661
C 0.68967 -0.92807 1.16083
C 1.23570 -1.72768 2.17396
N 1.76304 -2.27488 3.02850
C 0.87683 -1.19499 -0.18333
N 1.17091 -1.20008 -1.29936
H -0.23439 1.59382 3.02747
H 0.05906 -0.04467 3.49672
Se -2.57950 2.99041 -0.01345
*
```

Energy relative to the best compared isomer or geometry (same formula, charge and spin) in kcal per mole: 0.0
F_max in eV/Å: 3.1
Orbital gap in eV: 6.02
Total energy in eV: -182346.26678
Lowest unoccupied orbital energy in eV: -6.44

Mulliken population analysis, charges in e, atoms 1 to 5: 0.817 0.091 0.550 -0.209 -0.113

***

5.
A structure of composition C4H2Br2N2 at a distorted geometry, computed with the ωB97M-V functional and the def2-TZVPD basis.

Geometry as ORCA input:
```
! wB97M-V def2-TZVPD RIJCOSX def2/J DEFGRID3
* xyz 0 1
C 0.87661 -1.21360 0.39260
C 0.68155 0.21837 -1.52127
C -1.01353 0.38684 0.65125
C 0.74567 0.13597 -0.10200
N 0.68729 -2.27495 0.81245
N 0.38382 0.31887 -2.62030
Br -2.35289 -0.18064 -0.53847
Br 1.89308 1.48037 0.63280
H -0.99101 1.46403 0.75937
H -0.91059 -0.33526 1.53357
*
```

Energy relative to the best compared isomer or geometry (same formula, charge and spin) in kcal per mole: 0.0
F_max in eV/Å: 3.2
Orbital gap in eV: 10.31
Total energy in eV: -147242.87715
Lowest unoccupied orbital energy in eV: -0.30

Mulliken population analysis, charges in e, atoms 1 to 5: 0.204 0.227 -0.603 0.160 -0.418

***

6.
A cluster of 2 separate species, C4H2Br2O2 in total at a distorted geometry, computed with the ωB97M-V functional and the def2-TZVPD basis.

Geometry as ORCA input:
```
! wB97M-V def2-TZVPD RIJCOSX def2/J DEFGRID3
* xyz 0 1
Br -2.47036 0.84962 -2.53889
C -1.64417 -0.04755 -1.16113
C -1.02500 -0.46291 -0.21633
C -0.40325 -0.97093 0.93724
Br 1.49311 -1.66234 0.49040
H -1.07326 -1.87877 1.41210
H -0.23738 -0.28669 1.69755
O 0.92272 1.77988 0.50782
C 1.81901 1.44821 -0.15473
O 2.61858 1.23147 -0.97403
*
```

Energy relative to the best compared isomer or geometry (same formula, charge and spin) in kcal per mole: 1.3
F_max in eV/Å: 4.5
Orbital gap in eV: 10.05
Total energy in eV: -148358.41932
Lowest unoccupied orbital energy in eV: 0.09
SMILES: BrC#CCBr.O=C=O

Mulliken population analysis, charges in e, atoms 1 to 5: -0.026 0.285 -0.031 -0.768 -0.157

***

7.
A structure of composition C4H2CeO at a distorted geometry, computed with the ωB97M-V functional and the def2-TZVPD basis.

Geometry as ORCA input:
```
! wB97M-V def2-TZVPD RIJCOSX def2/J DEFGRID3
* xyz 1 2
C 0.65801 1.50830 1.43781
C 1.04715 1.20580 -0.97354
C 0.37928 1.60326 0.01223
C -0.35390 0.25739 1.83061
O -0.47336 -0.69856 1.00798
Ce -0.17070 -0.77196 -1.19466
H 1.63026 1.34612 1.92446
H 0.23949 2.38883 1.95153
*
```

Expectation value of S²: 0.768
F_max in eV/Å: 3.9
Orbital gap (alpha / beta) in eV: 5.10 / 5.25
Total energy in eV: -19142.68641
Lowest unoccupied orbital energy (alpha / beta) in eV: -5.84 / -5.80

Mulliken population analysis, charges in e, atoms 1 to 5: -0.137 -0.295 -0.188 -0.168 -0.382

***

8.
An isolated molecule of C4H2Cl4O2 at a distorted geometry, computed with the ωB97M-V functional and the def2-TZVPD basis.

Geometry as ORCA input:
```
! wB97M-V def2-TZVPD RIJCOSX def2/J DEFGRID3
* xyz 0 1
C 1.53915 0.49278 0.89508
C 0.38107 -0.02462 1.63756
C -0.14702 0.48107 -0.64460
C -1.00374 -0.50820 -1.34904
O 2.51872 1.15912 1.13214
O 1.14639 0.16982 -0.57325
Cl 0.08889 0.08374 3.30409
Cl -1.09463 0.03298 -3.07984
Cl -0.32723 -2.19826 -1.33623
Cl -2.56199 -0.51855 -0.52982
H -0.11283 -0.70489 1.02971
H -0.42680 1.53502 -0.48580
*
```

F_max in eV/Å: 2.7
Orbital gap (alpha / beta) in eV: 7.84 / 6.98
Total energy in eV: -58361.45656
Lowest unoccupied orbital energy (alpha / beta) in eV: -1.36 / -1.84

Mulliken population analysis, charges in e, atoms 1 to 5: 0.568 -0.142 -0.485 0.546 -0.517

***

What is the formula in the first record? C4H28N2O11

***

Look up the F_max of the third one. 2.7 eV/Å

***

F_max of number 3 (C4H28N2O9)? 2.7 eV/Å